# 1
13 unconnected molecules or ions with the total composition C15H3Cl48FN2O5 in a non-equilibrium geometry, computed with the ωB97M-V functional and the def2-TZVPD basis.

Values from the calculation:
strongest force on any atom	2.0	eV/Å
frontier orbital gap	9.894	eV

XYZ file:
```
74
Properties=species:S:1:pos:R:3:mulliken_charge:R:1
N 1.315 4.467 -2.183 0.2019
O 2.107 5.420 -2.860 -0.1679
C 3.255 4.913 -3.365 0.6738
O 3.933 5.567 -4.093 -0.4881
O 3.569 3.626 -2.963 -0.1852
C 4.849 3.583 -2.415 0.3798
O 5.797 3.475 -3.118 -0.3927
N 4.995 3.649 -0.984 -0.2309
C 4.225 4.665 -0.348 0.4370
O 3.085 4.573 -0.019 -0.3662
F 4.937 5.751 -0.104 -0.2023
H 0.722 3.951 -2.821 0.1105
H 0.813 4.897 -1.422 0.0384
H 4.699 2.767 -0.578 0.3448
C -1.126 2.043 -5.556 0.3401
Cl -2.574 2.917 -6.054 -0.0940
Cl -0.520 2.720 -4.031 -0.2590
Cl -1.527 0.338 -5.290 -0.0171
Cl 0.120 2.212 -6.792 -0.1191
C 4.987 9.670 1.281 0.2657
Cl 4.942 8.033 0.620 0.1134
Cl 3.668 9.870 2.446 -0.1067
Cl 6.535 9.941 2.094 -0.1087
Cl 4.791 10.840 -0.028 -0.0362
C -1.324 -1.974 -9.148 0.2460
Cl -0.294 -1.909 -10.584 -0.1062
Cl -3.022 -1.957 -9.640 -0.1028
Cl -0.986 -3.458 -8.249 -0.0568
Cl -0.996 -0.575 -8.116 -0.0032
C -0.229 -4.243 -4.179 0.0865
Cl -0.485 -4.592 -2.470 0.0579
Cl -1.126 -5.407 -5.164 -0.1039
Cl -0.814 -2.608 -4.519 0.0255
Cl 1.492 -4.348 -4.562 -0.1024
C -2.864 -6.243 0.230 0.2366
Cl -1.586 -5.125 0.747 0.1120
Cl -4.344 -5.906 1.133 -0.0587
Cl -3.161 -6.034 -1.497 -0.0784
Cl -2.348 -7.907 0.540 -0.0966
C -3.592 -5.522 5.251 0.1762
Cl -2.606 -5.472 3.790 0.1181
Cl -5.303 -5.499 4.810 -0.0929
Cl -3.236 -7.003 6.153 -0.1008
Cl -3.228 -4.117 6.260 -0.1024
C 2.006 -5.812 2.937 0.2429
Cl 2.129 -6.143 4.666 -0.0628
Cl 3.454 -6.410 2.116 -0.0972
Cl 0.581 -6.621 2.284 -0.0045
Cl 1.856 -4.068 2.674 -0.1066
C 2.082 -10.210 6.333 0.3180
Cl 2.193 -11.965 6.163 -0.1039
Cl 3.065 -9.687 7.706 -0.1008
Cl 2.668 -9.431 4.861 -0.0471
Cl 0.397 -9.748 6.606 -0.0656
C -0.372 5.338 1.846 0.3338
Cl 0.895 6.418 2.428 -0.0636
Cl -1.861 5.622 2.750 -0.0980
Cl -0.666 5.654 0.126 -0.1894
Cl 0.135 3.658 2.051 -0.0885
C 1.587 12.216 -2.046 0.3131
Cl 1.731 10.566 -1.436 -0.0116
Cl 0.451 12.250 -3.399 -0.1053
Cl 1.001 13.272 -0.756 -0.0963
Cl 3.171 12.781 -2.594 -0.1025
C -7.976 -6.238 8.103 0.3138
Cl -8.996 -7.670 7.927 -0.0972
Cl -8.583 -4.950 7.053 -0.1088
Cl -8.010 -5.692 9.783 -0.0992
Cl -6.319 -6.634 7.642 -0.0258
C -2.832 -1.297 0.394 0.1789
Cl -4.538 -1.759 0.396 -0.0978
Cl -2.097 -1.770 -1.138 0.0073
Cl -2.693 0.455 0.599 -0.0702
Cl -2.006 -2.114 1.727 -0.0500
```

---

# 2
A molecular structure, C15H40CuNO12P2 in a non-equilibrium geometry, computed with the ωB97M-V functional and the def2-TZVPD basis.

Values from the calculation:
charge	-2
strongest force on any atom	2.6	eV/Å
frontier orbital gap	3.655	eV

XYZ file:
```
71
Properties=species:S:1:pos:R:3:mulliken_charge:R:1
Cu 1.020 0.315 2.040 0.6172
O 0.063 2.343 2.488 -0.9395
H -0.166 3.072 1.912 0.0459
O 2.066 -0.068 4.097 -0.9613
H 2.997 -0.310 4.176 0.0335
O -1.032 -0.726 3.011 -0.9682
H -1.329 -1.461 2.458 0.1352
C 4.452 2.280 1.869 0.0093
O 3.798 2.999 2.583 -0.5167
N 4.041 1.885 0.620 0.3399
C 2.824 2.370 -0.009 -0.8466
C 4.882 0.975 -0.094 -1.0003
H 5.396 1.801 2.178 0.2709
H 2.046 1.591 0.113 0.0111
H 2.916 2.260 -1.097 0.2530
H 2.529 3.304 0.451 0.3979
H 4.992 1.327 -1.137 0.3571
H 5.925 0.936 0.224 0.4045
H 4.501 -0.043 -0.217 0.1292
C -4.519 -2.234 -1.308 -1.1476
C -4.139 -1.342 -0.166 -0.2728
O -3.406 -0.221 -0.670 -0.0092
P -3.684 1.283 -0.226 0.8574
O -3.791 1.548 1.218 -0.6913
O -2.524 2.108 -0.913 -0.3406
C -1.112 2.089 -0.539 1.0277
C -0.737 3.551 -0.420 -1.4701
O -4.959 1.660 -1.151 -0.3586
C -5.600 2.922 -1.123 -0.2406
C -4.804 4.056 -0.453 -1.2007
H -4.862 -1.656 -2.167 0.3265
H -3.641 -2.797 -1.644 0.2272
H -5.243 -3.023 -1.099 0.3690
H -5.018 -1.031 0.402 0.3872
H -3.497 -1.820 0.573 0.2251
H -1.004 1.577 0.431 0.0501
H -0.562 1.589 -1.337 -0.3325
H -1.377 4.186 0.188 0.4328
H 0.307 3.636 -0.110 0.1629
H -0.740 4.073 -1.391 0.3556
H -5.737 3.232 -2.156 0.2729
H -6.549 2.867 -0.593 0.2602
H -3.860 4.270 -0.944 0.2466
H -5.377 4.987 -0.342 0.4522
H -4.680 3.881 0.620 0.3503
C -1.147 -4.211 1.344 -1.5374
C -0.440 -2.905 0.961 0.3602
O 0.793 -3.203 0.234 -0.3479
P 1.518 -1.996 -0.464 -0.4933
O 1.204 -0.658 0.081 1.3477
O 3.089 -2.326 -0.276 -0.3256
C 3.446 -2.800 1.032 0.1171
C 4.915 -2.849 1.315 -1.4670
O 1.318 -2.271 -2.014 -0.3182
C 1.645 -1.268 -2.991 0.0636
C 0.611 -1.315 -4.127 -1.1504
H -1.815 -4.470 0.523 0.3263
H -0.373 -4.986 1.359 0.4463
H -1.578 -4.205 2.340 0.3040
H -1.073 -2.311 0.300 0.1487
H -0.149 -2.303 1.828 0.1351
H 3.055 -2.028 1.713 0.0790
H 3.042 -3.774 1.310 0.3546
H 5.461 -1.909 1.214 0.2722
H 5.126 -3.185 2.329 0.3854
H 5.359 -3.581 0.624 0.3496
H 1.477 -0.292 -2.533 0.0408
H 2.664 -1.516 -3.284 0.3424
H -0.244 -0.733 -3.782 0.1982
H 0.936 -0.798 -5.031 0.3738
H 0.351 -2.348 -4.351 0.2832
```

---

Q: Which of these has the lowest frontier orbital gap?
A: C15H40CuNO12P2

---

Q: Among the records above, which one has the highest strongest force on any atom?
A: C15H40CuNO12P2

---

Q: The highest strongest force on any atom belongs to which entry?
A: C15H40CuNO12P2

---

Q: What is the strongest force on any atom in the first record?
A: 2.0 eV/Å